1.
{
  "formula": "C3H6NaO5",
  "method": "the ωB97M-V functional and the def2-TZVPD basis",
  "symbols": ["C", "C", "O", "C", "O", "O", "O", "Na", "H", "H", "H", "H", "H", "O", "H"],
  "coordinates": [[-0.7353, 0.7529, 0.2686], [0.5217, -0.0211, -0.1080], [0.4358, -1.3171, 0.4822], [1.4915, -2.1561, 0.3701], [2.5158, -1.7807, -0.2491], [1.3484, -3.2738, 0.9256], [-0.6754, 2.0502, -0.2212], [3.4633, -3.8088, 0.2453], [-0.8290, 0.7261, 1.3730], [-1.6142, 0.1978, -0.1168], [1.4134, 0.5035, 0.2651], [0.6069, -0.1130, -1.2018], [-1.7189, 2.4865, -0.3449], [-2.8711, 3.0901, -0.4880], [-3.3530, 2.6634, -1.2002]],
  "homo_ev": -3.5,
  "energy_ha": -656.481950,
  "homo_lumo_gap_ev": 4.220,
  "total_charge": -1
}



2.
{
  "formula": "C3H10N",
  "method": "the ωB97M-V functional and the def2-TZVPD basis",
  "symbols": ["C", "C", "C", "H", "H", "H", "H", "H", "H", "N", "H", "H", "H", "H"],
  "coordinates": [[1.5998, -0.1830, -0.3292], [0.8459, -0.7157, 0.8101], [0.0338, 0.1012, 1.5576], [1.4489, -0.8181, -1.2292], [1.3871, 0.8518, -0.5619], [2.6970, -0.2450, -0.1026], [0.9165, -1.7884, 1.0706], [-0.7199, -0.2331, 2.2867], [0.0827, 1.2181, 1.4497], [-1.6426, 0.3739, -0.9787], [-1.5114, 0.1234, -1.9542], [-0.8175, 0.2473, -0.3648], [-1.9824, 1.3152, -1.0603], [-2.3379, -0.2474, -0.5938]],
  "homo_ev": -13.9,
  "energy_ha": -174.766048,
  "homo_lumo_gap_ev": 9.909,
  "total_charge": 1
}



3.
{
  "formula": "C2H5N",
  "method": "the ωB97M-V functional and the def2-TZVPD basis",
  "symbols": ["C", "C", "N", "H", "H", "H", "H", "H"],
  "coordinates": [[-0.8701, -0.7703, -0.5467], [0.2676, -0.3208, -0.0144], [0.5481, 0.9112, 0.5408], [-1.6882, -0.0690, -0.6001], [-0.8746, -1.7951, -0.8757], [1.2280, -0.8086, -0.1854], [-0.1123, 1.6366, 0.7180], [1.4671, 1.3165, 0.4491]],
  "homo_ev": -8.2,
  "energy_ha": -133.923510,
  "smiles": "C=CN",
  "homo_lumo_gap_ev": 9.374,
  "total_charge": 0
}